Entry 1:
Computed, not measured: a cluster of 2 separate species, C3H10N2O2 in total, with wB97M-V/def2-TZVPD.

Properties
- frontier orbital gap (eV) = 10.33
- SMILES string = NCCN.O=CO
- total charge = 0
- calculated total energy (eV) = -10348.577

Last column: Mulliken charge in e.
Positions of all 17 atoms, in Å:
N  -1.21552  -0.38211  -1.18312  -0.582
C  0.27417  -0.46220  -0.97905  -0.842
C  0.63986  -1.11930  0.32957  -0.181
N  2.09541  -1.24551  0.37303  -0.651
H  -1.64383  -1.27768  -0.96532  0.219
H  -1.38102  -0.17909  -2.15591  0.232
H  0.71105  -1.03434  -1.80071  0.391
H  0.61245  0.56972  -1.02669  0.342
H  0.27927  -0.53342  1.17957  0.220
H  0.15607  -2.09797  0.38493  0.379
H  2.52745  -0.33260  0.34431  0.224
H  2.40264  -1.70549  1.21746  0.226
O  0.21048  2.30275  0.83766  -0.504
C  -0.96924  2.27935  1.10440  0.129
O  -1.83725  1.39059  0.67864  -0.493
H  -1.38840  3.05301  1.76054  0.387
H  -1.47357  0.77430  -0.09935  0.505

=====

Entry 2:
Computed, not measured: a structure of composition C20H36NOP2Sn, with wB97M-V/def2-TZVPD.

Properties
- frontier orbital gap (spin up / spin down) (eV) = 5.29 / 5.29
- spin multiplicity = 2
- <S²> = 0.7539
- total charge = +2
- calculated total energy (eV) = -49249.952

Last column: Mulliken charge in e.
Positions of all 61 atoms, in Å:
P  -0.26399  -1.64533  -5.78916  1.053
P  -0.08659  1.99712  -5.61865  1.213
C  -0.52488  -0.45369  -7.19520  -1.281
C  0.26238  0.85574  -7.02891  -0.929
H  -1.60624  -0.28552  -7.33309  0.382
H  -0.14382  -0.98328  -8.08734  0.653
H  1.35445  0.69864  -7.10318  0.441
H  -0.00869  1.49039  -7.89095  0.674
C  -1.63622  2.73633  -6.16312  -1.387
H  -1.95643  3.49450  -5.43873  0.447
H  -2.41407  1.97270  -6.29752  0.380
H  -1.39445  3.19453  -7.13129  0.529
C  1.21471  3.18649  -5.86595  -1.473
H  0.86272  3.80216  -6.70171  0.450
H  2.12723  2.63711  -6.14456  0.439
H  1.37149  3.77990  -4.96035  0.403
C  -1.36839  -3.00594  -6.25257  -1.311
H  -1.42175  -3.70646  -5.40782  0.387
H  -0.95374  -3.50018  -7.14456  0.425
H  -2.36408  -2.58758  -6.46144  0.390
C  1.39154  -2.23612  -6.35378  -1.501
H  2.09992  -1.39826  -6.45833  0.304
H  1.22362  -2.70975  -7.33392  0.546
H  1.79256  -2.96528  -5.63715  0.397
Sn  -1.52662  -0.25055  0.56367  0.906
C  0.92752  1.90310  -3.22643  -1.485
C  -0.37250  1.77186  -3.86386  0.522
C  -1.29009  0.49527  -3.79352  -0.785
C  -1.01119  -0.67130  -2.83286  0.594
C  -0.17931  -1.79957  -3.45850  -0.530
C  1.18914  -1.66310  -3.39509  -1.687
C  1.74550  -0.35509  -3.82791  0.388
C  1.72150  0.79284  -2.77279  -0.895
C  -0.12070  -1.77087  1.26161  -1.371
H  1.26581  2.92439  -3.02294  0.552
H  -0.99907  2.64587  -3.58182  1.040
H  -1.38632  0.06236  -4.83015  -0.076
H  -2.30923  0.88066  -3.56823  0.434
H  -0.59911  -0.35790  -1.83537  -1.621
H  -2.00760  -1.09571  -2.61810  1.034
H  -0.67099  -2.77777  -3.40892  0.896
H  1.86932  -2.49605  -3.23707  0.515
H  1.15296  -0.01067  -4.71737  -0.878
H  2.78599  -0.46335  -4.18132  0.680
H  1.42396  0.43638  -1.76385  0.118
H  2.75693  1.15608  -2.66126  0.511
H  0.69500  -1.39894  1.89251  0.310
H  0.29913  -2.27593  0.38569  0.371
H  -0.73895  -2.49834  1.80278  0.486
O  -0.44106  1.07991  1.71295  -0.559
N  -0.51875  1.01932  3.08647  0.315
C  -1.73276  1.00364  3.68289  -0.025
C  -1.75953  0.95884  5.08544  -0.781
C  -0.56882  0.93576  5.79726  -0.090
C  0.64792  0.95583  5.12734  -0.706
C  0.65606  1.03258  3.73750  -0.018
H  -2.62336  1.06164  3.07403  0.548
H  -2.71721  0.96680  5.58067  0.409
H  -0.58071  0.90559  6.89469  0.400
H  1.60595  0.93758  5.63487  0.402
H  1.56234  1.12622  3.13760  0.443

=====

Entry 3:
Computed, not measured: the molecule C4H11NO2, with wB97M-V/def2-TZVPD.

Properties
- frontier orbital gap (eV) = 10.00
- SMILES string = C[C@H](O)CNCO
- total charge = 0
- calculated total energy (eV) = -9909.169

Last column: Mulliken charge in e.
Positions of all 18 atoms, in Å:
C  -1.10493  0.57388  2.49909  -1.112
C  -0.15779  0.60968  1.32550  0.526
O  -0.65416  1.55275  0.40505  -0.598
C  -0.00162  -0.82225  0.48935  -1.057
N  1.24234  -0.77896  -0.44005  -0.339
C  1.02062  -0.89774  -1.87140  -0.291
O  -0.18829  -0.21553  -2.43386  -0.535
H  -1.76326  -0.27323  2.51974  0.334
H  -0.56957  0.82109  3.46889  0.258
H  -1.91336  1.45737  2.45344  0.268
H  0.89070  0.72652  1.64372  0.256
H  -0.03406  1.78261  -0.28087  0.324
H  0.12427  -1.75296  1.17356  0.342
H  -0.94185  -0.99042  0.11012  0.440
H  1.89284  -1.62167  -0.15528  0.271
H  0.71722  -1.86177  -2.24933  0.289
H  1.90299  -0.41287  -2.28544  0.298
H  -0.80034  0.09895  -1.74295  0.326

=====

Entry 4:
Computed, not measured: the molecule C3H4NP, with wB97M-V/def2-TZVPD.

Properties
- frontier orbital gap (eV) = 9.12
- SMILES string = C1=NCP=C1
- total charge = 0
- calculated total energy (eV) = -13952.836

Last column: Mulliken charge in e.
Positions of all 9 atoms, in Å:
C  -0.67480  0.86319  0.05281  -0.189
N  -1.09184  -0.29444  0.29115  -0.446
C  -0.12010  -1.23110  0.21698  -0.606
P  1.60718  -0.46903  -0.14015  -0.025
C  0.75439  1.03082  -0.25275  -0.235
H  -1.38196  1.69550  0.13721  0.358
H  -0.30420  -1.72606  -0.76394  0.313
H  -0.01639  -1.78544  1.04345  0.447
H  1.22771  1.91657  -0.58475  0.384

=====

Question: Look up the total charge of the third one.
Answer: 0

=====

Question: The highest total charge belongs to which entry?
Answer: C20H36NOP2Sn